{
  "formula": "C2H5N4",
  "method": "ωB97M-V/def2-TZVPD",
  "orbital_gap_ev": 8.538,
  "e_homo_ev": -14.07,
  "multiplicity": 1,
  "charge": 1,
  "symbols": ["C", "C", "N", "N", "N", "N", "H", "H", "H", "H", "H"],
  "xyz": [[-0.153123, -1.015044, 0.720061], [-0.140554, -0.261593, -0.625370], [-0.738584, -2.022600, 0.150313], [-0.676966, -1.345934, -1.127606], [0.104093, -0.555416, 1.901624], [0.022677, 1.089617, -1.129897], [-0.803921, -1.637003, -2.095600], [0.885505, 0.034201, 2.109698], [-0.161722, -0.862688, 2.811250], [0.653087, 1.808628, -0.794591], [-0.418460, 1.612204, -1.847229]],
  "forces_ev_per_a": [[-0.19, 0.00, -1.22], [0.27, 4.56, -2.80], [0.01, -0.96, 1.43], [0.67, 2.33, -1.30], [0.75, 0.79, 2.10], [0.39, -3.60, 2.22], [-0.36, -0.37, 0.53], [0.49, 0.65, -0.99], [-1.10, -1.31, 0.11], [0.47, -1.01, 1.37], [-1.40, -1.07, -1.47]]
}

=====

{
  "formula": "C2H5N5O",
  "method": "ωB97M-V/def2-TZVPD",
  "orbital_gap_ev": 9.910,
  "e_homo_ev": -9.44,
  "multiplicity": 1,
  "smiles": "[H]/N=c1/[nH]/c(=N\\[H])on1N",
  "symbols": ["H", "N", "C", "N", "C", "N", "H", "O", "N", "N", "H", "H", "H"],
  "xyz": [[0.304573, -2.362849, -0.984691], [-0.156897, -2.106117, -0.094685], [-0.103861, -0.854673, 0.033099], [-0.905364, -0.086007, 0.773398], [-0.827012, 1.328563, 0.512887], [-1.594791, 2.303382, 0.858891], [-2.438077, 1.951370, 1.338019], [0.279998, 1.500746, -0.309185], [0.705624, 0.105766, -0.628016], [2.082156, -0.047042, -0.724907], [-1.931411, -0.557345, 0.960380], [2.284929, -0.813404, 0.018285], [2.300134, -0.362391, -1.753475]],
  "forces_ev_per_a": [[0.12, -0.11, 0.94], [0.34, -0.56, -1.04], [0.93, 1.90, -1.17], [-5.61, 0.12, 2.08], [-0.51, 0.15, -0.15], [0.99, -2.07, -0.62], [0.71, 0.20, -0.08], [-0.48, -1.77, 1.33], [0.15, 0.34, -1.47], [-0.22, -2.20, -0.32], [3.58, 1.87, -0.36], [0.35, 1.56, -2.00], [-0.34, 0.56, 2.85]]
}

=====

{
  "formula": "C2H5N5O",
  "method": "ωB97M-V/def2-TZVPD",
  "orbital_gap_ev": 9.004,
  "e_homo_ev": -9.04,
  "multiplicity": 1,
  "smiles": "C/N=c1/nn[nH]n1O",
  "symbols": ["C", "N", "C", "N", "N", "N", "N", "O", "H", "H", "H", "H", "H"],
  "xyz": [[-2.123930, -0.088845, -0.120162], [-1.058225, -1.160412, 0.062272], [0.106902, -0.851055, 0.080677], [1.050567, -1.685522, 0.287045], [2.181610, -1.209851, 0.049511], [2.107936, 0.114293, -0.371221], [0.788522, 0.396722, -0.456869], [0.736333, 1.438938, 0.523437], [-3.002049, -0.613286, -0.401037], [-1.685255, 0.730268, -0.815180], [-2.079709, 0.131996, 0.918960], [2.833886, 0.686175, 0.224643], [0.143413, 2.110577, 0.017921]],
  "forces_ev_per_a": [[3.95, -0.72, -0.54], [-4.94, 0.19, -0.61], [0.06, 4.32, -2.23], [5.30, -4.17, 0.99], [1.02, 0.08, 0.56], [3.34, -2.49, 0.17], [-1.21, 1.90, 1.48], [-3.21, 2.66, -1.30], [-0.83, 0.14, -0.48], [-1.33, -1.15, 1.10], [-1.18, 1.49, 0.75], [-2.47, -0.95, -1.56], [1.50, -1.30, 1.67]]
}